Below is a structure of composition C27H50As3N5O2V, with properties calculated with ωB97M-V with the def2-TZVPD basis set.

spin multiplicity	2
HOMO-LUMO gap (spin up / spin down)	0.1867 / 0.2062	Eh
expectation value of S²	0.77
E_HOMO (spin up / spin down)	-12.2 / -12.2	eV
charge	+2

Each line ends with the Löwdin spin population.
Element x y z (Å)
V1 0.284 2.186 -0.973  1.074
N1 -0.999 3.000 -2.436  -0.005
C1 -2.095 2.149 -2.975  0.003
C2 -1.525 0.966 -3.741  0.000
C3 -0.930 -0.091 -2.830  0.003
N2 0.250 0.390 -2.048  -0.003
H1 -1.405 3.821 -1.980  0.002
H2 -0.445 3.370 -3.208  0.000
H3 -2.727 2.755 -3.623  0.000
H4 -2.701 1.811 -2.133  0.000
H5 -0.796 1.313 -4.482  0.000
H6 -2.332 0.499 -4.306  0.000
H7 -0.625 -0.965 -3.407  0.000
H8 -1.675 -0.408 -2.104  0.000
H9 1.068 0.403 -2.663  0.000
H10 0.462 -0.343 -1.346  0.002
N3 0.057 2.913 2.851  -0.001
N4 -0.957 3.695 2.288  -0.001
C4 -1.366 3.535 1.022  -0.002
O1 -2.188 4.186 0.437  -0.005
O2 -0.705 2.518 0.357  -0.036
H11 -0.328 2.327 3.584  0.000
H12 0.754 3.524 3.261  0.000
H13 -1.455 4.385 2.834  0.000
C5 -3.989 -0.707 -0.469  0.000
As1 -2.350 -0.442 0.576  0.000
C6 -3.150 0.748 1.913  0.000
C7 -2.463 -2.165 1.526  0.000
C8 -1.286 -2.606 2.414  0.000
C9 -0.766 -1.416 3.234  0.000
C10 -0.150 -3.225 1.594  0.000
As2 1.083 -2.089 0.563  0.000
C11 2.410 -1.689 1.958  0.000
C12 2.042 -3.555 -0.310  0.000
C13 -1.796 -3.658 3.425  0.000
As3 -2.441 -5.506 3.028  0.000
C14 -3.139 -5.433 1.191  0.000
C15 -0.747 -6.410 2.606  0.000
H14 -4.793 -1.074 0.169  0.000
H15 -3.816 -1.435 -1.262  0.000
H16 -4.307 0.234 -0.919  0.000
H17 -4.012 0.268 2.377  0.000
H18 -3.484 1.666 1.429  0.000
H19 -2.430 0.996 2.691  0.000
H20 -2.649 -2.907 0.750  0.000
H21 -3.375 -2.102 2.125  0.000
H22 -0.402 -0.607 2.587  0.000
H23 0.053 -1.726 3.887  0.000
H24 -1.562 -1.019 3.868  0.000
H25 -0.565 -3.925 0.866  0.000
H26 0.501 -3.806 2.253  0.000
H27 2.587 -2.574 2.569  0.000
H28 2.066 -0.883 2.607  0.000
H29 3.361 -1.396 1.509  0.000
H30 2.330 -4.310 0.422  0.000
H31 2.938 -3.187 -0.809  0.000
H32 1.396 -4.013 -1.058  0.000
H33 -2.615 -3.206 3.990  0.000
H34 -1.005 -3.847 4.159  0.000
H35 -4.026 -4.804 1.138  0.000
H36 -3.437 -6.450 0.936  0.000
H37 -2.401 -5.102 0.459  0.000
H38 -0.039 -6.266 3.421  0.000
H39 -0.301 -6.080 1.669  0.000
H40 -0.954 -7.477 2.533  0.000
N5 2.062 1.418 -0.151  -0.003
C16 3.017 1.224 -1.240  0.001
C17 3.570 -0.028 -1.459  -0.001
C18 4.430 -0.225 -2.529  0.001
C19 4.739 0.836 -3.370  -0.001
C20 4.191 2.086 -3.135  0.001
C21 3.321 2.306 -2.067  0.000
C22 2.742 3.647 -1.798  0.003
C23 3.505 4.797 -1.994  -0.004
C24 2.967 6.052 -1.748  0.011
C25 1.656 6.181 -1.307  -0.004
C26 0.878 5.047 -1.119  0.004
C27 1.420 3.783 -1.355  -0.045
H41 2.422 2.076 0.539  0.002
H42 1.896 0.527 0.327  0.002
H43 3.340 -0.847 -0.791  0.000
H44 4.864 -1.201 -2.697  0.000
H45 5.408 0.689 -4.206  0.000
H46 4.429 2.909 -3.796  0.000
H47 4.533 4.708 -2.320  -0.001
H48 3.575 6.934 -1.898  0.001
H49 1.237 7.159 -1.113  -0.001
H50 -0.143 5.169 -0.771  0.000


Below is a structure of composition C21H28Br3FeNO5Se2, with properties calculated with ωB97M-V with the def2-TZVPD basis set.

spin multiplicity	6
HOMO-LUMO gap (spin up / spin down)	0.1931 / 0.1996	Eh
expectation value of S²	8.80
E_HOMO (spin up / spin down)	-3.1 / -3.3	eV
charge	-1

Each line ends with the Löwdin spin population.
Element x y z (Å)
Fe1 -0.554 1.440 -1.234  3.673
O1 3.542 0.142 6.004  0.000
C1 3.394 -0.655 4.838  0.000
C2 2.975 0.213 3.645  0.000
C3 4.074 1.262 3.391  0.000
O2 3.684 2.330 2.562  0.000
C4 2.819 -0.736 2.459  0.000
Se1 1.872 0.077 0.912  0.002
C5 1.648 0.900 3.963  -0.001
Se2 0.392 1.075 2.411  0.002
H1 3.705 -0.437 6.752  0.000
H2 2.629 -1.425 4.993  0.000
H3 4.342 -1.159 4.601  0.000
H4 4.958 0.749 2.981  0.000
H5 4.352 1.709 4.347  0.000
H6 3.366 1.971 1.720  0.000
H7 2.220 -1.604 2.743  0.000
H8 3.788 -1.088 2.097  0.000
H9 1.827 1.896 4.363  0.000
H10 1.091 0.322 4.700  0.000
Br1 0.526 3.700 -1.091  0.037
C6 -1.248 4.363 -0.515  -0.002
Br2 -2.516 4.266 -1.941  0.003
H11 -1.140 5.393 -0.198  0.000
H12 -1.555 3.688 0.280  0.000
Br3 -1.579 -2.997 0.445  0.038
C7 -1.837 -2.649 -1.410  0.187
C8 -2.495 -3.560 -2.169  0.002
C9 -2.751 -3.278 -3.523  0.269
C10 -2.379 -2.032 -4.043  -0.002
C11 -1.743 -1.084 -3.290  0.193
C12 -1.261 -1.390 -1.918  0.076
C13 -1.542 0.284 -3.891  0.034
O3 -1.611 0.424 -5.105  0.047
O4 -1.337 1.250 -3.055  0.088
H13 -2.849 -4.482 -1.725  -0.005
H14 -3.298 -3.988 -4.127  0.019
H15 -2.656 -1.760 -5.053  -0.005
H16 -1.482 -0.571 -1.217  0.023
C14 -3.806 0.714 -0.466  0.003
C15 -3.030 1.354 0.697  0.012
C16 -3.262 0.557 1.981  0.002
O5 -1.672 1.489 0.425  0.100
H17 -4.863 0.984 -0.411  0.000
H18 -3.718 -0.375 -0.427  0.001
H19 -3.409 1.057 -1.423  0.001
H20 -3.459 2.367 0.853  0.002
H21 -2.860 -0.451 1.874  0.001
H22 -4.331 0.506 2.193  0.000
H23 -2.752 1.047 2.811  0.000
C17 1.707 -1.768 -3.899  0.008
C18 0.954 -2.289 -2.913  0.012
C19 0.380 -1.431 -1.841  0.077
N1 0.896 -0.079 -1.790  0.061
C20 1.682 0.353 -2.787  0.006
C21 2.097 -0.395 -3.856  0.029
H24 2.069 -2.397 -4.704  0.000
H25 0.692 -3.340 -2.886  0.001
H26 0.545 -1.874 -0.846  0.004
H27 2.036 1.376 -2.674  0.000
H28 2.737 0.035 -4.612  0.002


Below is the molecule C19H30BrN4O4P, with properties calculated with ωB97M-V with the def2-TZVPD basis set.

HOMO-LUMO gap	0.1716	Eh
E_HOMO	-5.0	eV
charge	0

Each line ends with the Löwdin charge.
Element x y z (Å)
C1 -4.528 1.456 -2.092  -0.138
C2 -3.647 0.318 -2.661  -0.267
C3 -2.126 0.465 -2.413  -0.094
C4 -1.565 0.212 -1.010  -0.185
N1 -2.046 -0.217 0.164  -0.069
P1 -3.768 -0.666 0.434  0.932
N2 -3.885 -2.385 0.402  -0.125
O1 -4.224 -0.225 1.971  -0.259
C5 -0.971 -0.293 1.122  -0.126
C6 -1.085 -0.743 2.582  -0.077
C7 -0.041 -1.785 3.063  -0.341
O2 -0.369 -2.030 4.460  -0.056
C8 -0.067 -3.183 2.343  -0.200
N3 -1.312 -3.535 1.654  0.012
C9 0.138 0.131 0.397  -0.110
C10 1.496 0.151 1.099  -0.053
C11 2.461 1.270 0.680  -0.221
C12 2.093 2.609 0.419  -0.063
C13 3.113 3.528 0.079  -0.076
C14 4.472 3.179 0.000  -0.043
C15 4.851 1.838 0.251  -0.250
C16 6.300 1.325 0.220  -0.049
C17 3.833 0.921 0.582  -0.007
N4 -0.231 0.428 -0.904  0.049
C18 0.677 0.849 -1.962  -0.013
C19 0.932 -0.388 -2.875  -0.631
O3 1.002 -1.439 -2.306  -0.034
O4 1.050 -0.158 -4.224  -0.245
H1 -4.532 1.535 -0.994  0.018
H2 -5.580 1.284 -2.405  0.080
H3 -4.224 2.420 -2.542  0.076
H4 -3.793 0.274 -3.760  0.122
H5 -3.981 -0.669 -2.286  0.080
H6 -1.842 1.506 -2.692  0.128
H7 -1.586 -0.197 -3.130  0.098
H8 -3.193 -2.788 -0.228  0.050
H9 -3.839 -2.789 1.336  0.032
H10 -4.551 0.685 1.936  0.058
H11 -2.085 -1.190 2.751  0.095
H12 -1.081 0.179 3.202  0.139
H13 1.006 -1.438 3.056  0.119
H14 0.489 -2.141 4.891  0.094
H15 0.802 -3.315 1.666  0.122
H16 0.071 -3.942 3.142  0.119
H17 -2.064 -3.309 2.297  0.055
H18 -1.344 -2.967 0.814  0.044
H19 1.287 0.312 2.175  0.122
H20 1.997 -0.826 0.966  0.131
H21 1.042 2.917 0.477  0.116
H22 2.856 4.581 -0.109  0.106
H23 5.270 3.896 -0.239  0.115
H24 6.919 2.069 0.753  0.081
H25 6.642 1.156 -0.815  0.087
H26 6.410 0.375 0.780  0.078
H27 4.123 -0.123 0.788  0.120
H28 1.622 1.295 -1.627  0.126
H29 0.159 1.641 -2.546  0.127
H30 0.189 0.214 -4.493  0.058
Br1 0.260 -2.279 -4.642  -0.054


Calculated F_max in order - 0.009; 0.038; 0.121 hartree/bohr